1.
Computed, not measured: C17H34OP2Zr as an isolated structure, with ωB97M-V with the def2-TZVPD basis set.

Last column: Mulliken charge in e.
Positions of all 55 atoms, in Å:
P 0.563883 1.648841 -0.429142  1.22
P 0.293988 -2.039762 -0.512477  1.11
C 1.835591 0.313079 -0.783421  -0.61
C 1.335816 -0.964069 -1.477147  -1.96
H 2.306053 0.118337 0.185584  0.02
H 2.632761 0.760584 -1.394631  0.90
H 0.910052 -0.827762 -2.484780  0.62
H 2.217594 -1.602131 -1.600170  0.77
C 1.683604 -2.876910 0.398765  -1.63
H 1.467952 -3.244722 1.411229  0.33
H 2.601359 -2.259579 0.402298  0.42
H 1.866137 -3.741662 -0.265136  0.55
C -0.497587 -3.485952 -1.180225  -1.26
H 0.305835 -4.123150 -1.564349  0.52
H -1.212414 -3.185846 -1.951397  0.38
H -1.008637 -3.978480 -0.335087  0.44
C 1.579558 2.998002 -1.173639  -1.55
H 0.967484 3.887278 -1.345989  0.38
H 2.032700 2.685595 -2.140376  0.41
H 2.403748 3.229518 -0.479743  0.47
C -0.129413 1.485929 -3.535730  -1.32
H -0.595587 1.046164 -4.433398  0.46
H 0.968281 1.276909 -3.596517  0.40
H -0.257773 2.592904 -3.600375  0.31
Zr -1.251207 0.555091 -1.842283  0.57
C 0.089607 -1.795209 2.717377  -0.89
C 0.672808 -0.598062 2.894778  -0.17
C 2.123985 -0.274049 2.828084  -0.69
C 2.393060 1.249418 2.989340  -1.02
C 1.472929 2.208382 2.265482  -0.35
C 0.476372 2.012961 1.399756  -0.60
C -1.034123 -1.370141 0.472304  0.55
C -1.242530 -1.836846 1.952766  -0.83
C -3.253496 -0.624657 -2.341859  -1.41
H 0.511925 -2.775580 2.944197  0.78
H -0.010286 0.252400 3.023233  0.58
H 2.589598 -0.618226 1.882161  0.07
H 2.631610 -0.833968 3.627143  0.56
H 2.412451 1.489390 4.064885  0.46
H 3.409738 1.431025 2.609546  0.41
H 1.709578 3.236917 2.572839  0.45
H -0.540989 2.236352 1.694901  0.44
H -2.018905 -1.538460 -0.042155  0.20
H -0.814395 -0.270386 0.473390  -0.46
H -1.996732 -1.166844 2.414842  0.43
H -1.685028 -2.842495 2.011023  0.42
H -3.583981 -1.489922 -1.747460  0.39
H -3.201061 -0.987786 -3.385298  0.41
H -4.118037 0.064286 -2.342652  0.40
C -3.608263 2.477078 0.149320  -1.27
C -2.429337 2.034157 -0.640059  0.67
O -2.194947 2.419031 -1.855161  -0.47
H -4.235674 1.577771 0.252441  0.32
H -4.212366 3.266168 -0.332923  0.36
H -3.333289 2.799086 1.175895  0.32

Cartesian forces (eV/Å) of the 3 atoms listed first:
2.3 -0.4 1.8
1.3 -3.1 3.1
0.1 0.4 0.4

Its net charge is +2. The energy above the lowest of the compared OMol25 structures with the same formula, charge and spin is 138.99 kJ/mol. The value obtained for the HOMO energy (spin up / spin down) is -0.519 / -0.519 hartree. Its gap between HOMO and LUMO (spin up / spin down) is 7.15 / 7.16 eV. The largest force on an atom comes out at 4.53 eV Å⁻¹.

---

2.
Computed, not measured: C17H35Cl4EuN6O2S as an isolated structure, with ωB97M-V with the def2-TZVPD basis set.

Last column: Mulliken spin population.
Positions of all 66 atoms, in Å:
Eu 0.587422 0.477294 1.980455  6.98
N -0.623003 -1.766063 2.968843  0.00
C -1.745312 -1.326953 3.856650  0.00
C -1.192441 -0.337010 4.874431  -0.01
N -0.779158 0.937460 4.357715  0.01
C -1.826665 1.894564 4.113628  -0.01
C -2.446160 1.856930 2.707096  0.01
N -1.486957 2.136224 1.640869  0.00
H -0.939032 -2.454180 2.275459  0.00
H 0.016423 -2.225254 3.554661  0.00
H -2.324827 -2.138631 4.367072  0.00
H -2.440592 -0.784578 3.177325  0.00
H -0.289346 -0.856210 5.224464  0.00
H -2.058118 -0.278323 5.550736  0.00
H -0.018931 1.271253 4.991313  0.00
H -1.400374 2.893435 4.197004  0.00
H -2.609239 1.781447 4.874225  0.00
H -3.300209 2.596914 2.699681  0.00
H -2.917673 0.944765 2.492712  -0.01
H -1.297468 3.163610 1.624620  0.00
H -1.985872 1.910382 0.748153  0.00
Cl 4.538099 -0.380904 6.784328  0.00
C 4.607869 -0.716819 5.055462  0.00
Cl 5.842287 0.417598 4.388888  0.00
Cl 5.095037 -2.344886 4.607805  0.00
C 3.207096 -0.502371 4.503694  -0.01
N 2.119687 -0.564635 4.161557  0.02
C -2.722230 -0.972801 -4.829314  0.00
C -3.801509 -1.471405 -3.903543  0.00
C -3.393866 -1.429755 -2.441380  0.00
C -2.360924 -2.480373 -1.994568  0.00
N -1.023573 -1.971886 -2.057048  0.00
C -0.534496 -1.082460 -1.226785  0.00
S -1.397995 -0.629708 0.132348  0.00
N 0.652441 -0.570023 -1.622975  0.01
C 1.325226 -0.981860 -2.894197  0.00
C 2.501711 -0.070827 -3.196710  0.00
C 2.117799 1.360722 -3.638846  0.00
C 1.141799 1.520541 -4.749739  0.00
H -3.178262 -0.835706 -5.812549  0.00
H -1.810937 -1.643245 -4.796036  0.00
H -2.333626 -0.053677 -4.452484  0.00
H -4.155248 -2.512084 -4.103691  0.00
H -4.620689 -0.776108 -4.000723  0.00
H -4.361514 -1.531599 -1.944405  0.00
H -3.023147 -0.472596 -2.189047  0.00
H -2.347397 -3.351523 -2.642926  0.00
H -2.572429 -2.884036 -1.039833  0.00
H -0.601795 -2.133227 -2.951658  0.00
H 1.044795 0.205315 -1.160139  0.00
H 0.588179 -0.891752 -3.723519  0.00
H 1.701151 -2.017607 -2.864944  0.00
H 3.037065 -0.545782 -3.990199  0.00
H 3.178833 -0.113548 -2.370547  0.00
H 3.032671 1.728046 -4.038937  0.00
H 1.849080 2.013018 -2.827816  0.00
H 0.063910 1.437674 -4.488734  0.00
H 1.399151 0.720178 -5.482863  0.00
H 1.174719 2.441930 -5.264393  0.00
Cl 5.549522 1.592649 0.061359  0.00
C 4.012493 2.390028 -0.170553  0.00
C 2.854099 1.707999 0.492117  0.00
O 1.765867 1.633145 -0.205897  0.00
O 2.936024 1.304618 1.677563  0.00
H 3.727874 2.328550 -1.207927  0.00
H 4.252714 3.434089 0.142716  0.00

Cartesian forces (eV/Å) of the 3 atoms listed first:
0.2 0.1 -0.1
-1.5 0.2 -0.3
-0.3 0.4 -1.7

Its net charge is +1. The energy above the lowest of the compared OMol25 structures with the same formula, charge and spin is 54.69 kJ/mol. As for the spin multiplicity: 8. The value obtained for the HOMO energy (spin up / spin down) is -0.366 / -0.421 hartree. Its gap between HOMO and LUMO (spin up / spin down) is 7.67 / 9.18 eV. The largest force on an atom comes out at 2.78 eV Å⁻¹.

---

3.
Computed, not measured: C17H35CuO16 as an isolated structure, with ωB97M-V with the def2-TZVPD basis set.

Last column: Mulliken charge in e.
Positions of all 69 atoms, in Å:
Cu 0.670706 0.524739 -0.354447  1.86
C 2.111613 2.075484 -4.221121  -1.55
C 1.163338 1.388550 -3.224544  0.58
O 1.117065 2.007370 -1.999942  -0.77
H 2.069968 1.566834 -5.196790  0.42
H 3.171052 1.946856 -3.984412  0.28
H 1.812716 3.100313 -4.444385  0.35
H 1.513076 0.342985 -3.138880  -0.21
H 0.197659 1.407624 -3.770075  -0.05
C -0.819938 4.358086 -0.766128  0.18
O -1.487676 4.177610 0.465586  -0.48
C -1.447139 3.017284 1.065999  0.59
O -0.920422 2.024933 0.616039  -0.01
O -2.117676 3.116616 2.212982  -0.41
C -2.448737 1.899840 2.862684  -0.49
H 0.232670 4.107166 -0.632462  -0.21
H -0.920967 5.340783 -1.215929  0.38
H -1.104663 3.654187 -1.550137  -0.15
H -2.835607 1.187006 2.129989  0.20
H -3.266463 2.135302 3.539791  0.32
H -1.652241 1.366681 3.380286  0.21
C 3.034039 -3.560911 0.655561  -0.34
O 2.203212 -3.905795 -0.441217  -0.40
C 1.557954 -2.964265 -1.116448  0.72
O 1.583943 -1.789653 -0.866328  -0.67
O 0.778250 -3.543110 -1.996520  -0.40
C 0.027789 -2.757692 -2.895229  -0.08
H 4.029221 -3.282127 0.314660  0.27
H 3.164789 -4.481752 1.224050  0.31
H 2.537838 -2.868164 1.332683  -0.03
H -0.932732 -2.516674 -2.434050  0.02
H -0.137389 -3.213127 -3.866948  0.35
H 0.499258 -1.783627 -3.053098  -0.04
C 4.751466 -0.503639 1.096611  -0.56
O 4.720377 0.915687 0.988440  -0.37
C 3.524807 1.466663 1.049494  0.73
O 2.455222 0.928086 1.247056  -0.67
O 3.649026 2.750978 0.790244  -0.38
C 2.490906 3.535772 0.797628  -0.14
H 5.669091 -0.833448 1.576920  0.33
H 4.716026 -0.911398 0.084496  0.26
H 3.897509 -0.894389 1.646541  0.18
H 2.092357 3.771088 1.784117  0.34
H 1.698844 3.132652 0.158894  -0.39
H 2.655048 4.474807 0.265135  0.33
C -3.455904 -3.655744 3.643063  -0.53
O -2.076003 -3.337569 3.575747  -0.38
C -1.765669 -2.132629 3.100741  0.77
O -2.464366 -1.153838 3.057047  -0.50
O -0.485383 -2.163017 2.766479  -0.36
C 0.098488 -0.979552 2.273268  0.26
H -3.993910 -2.937631 4.260992  0.29
H -3.599335 -4.667524 4.009918  0.26
H -3.912095 -3.639683 2.649842  0.16
H 0.239084 -0.194636 3.020130  0.32
H -0.401055 -0.565947 1.395866  -0.02
H 1.140822 -1.117656 1.978883  -0.45
C -2.236113 1.442774 -2.545804  -0.36
O -3.218239 0.546930 -2.048558  -0.41
C -2.846787 -0.463014 -1.275071  0.68
O -1.716290 -0.690242 -0.916605  -0.44
O -3.905339 -1.177656 -1.000412  -0.42
C -3.813683 -2.308683 -0.133961  -0.65
H -1.287688 1.377033 -2.010727  -0.21
H -2.693114 2.431383 -2.539535  0.40
H -2.017260 1.255855 -3.600372  0.35
H -4.004465 -3.173840 -0.764000  0.33
H -4.483400 -2.189991 0.712130  0.35
H -2.807478 -2.417333 0.274142  0.15

Cartesian forces (eV/Å) of the 3 atoms listed first:
0.3 1.0 -1.1
0.2 -0.7 -0.8
0.7 0.4 -0.4

The value obtained for the HOMO energy is -0.261 hartree. Its gap between HOMO and LUMO is 7.57 eV. The largest force on an atom comes out at 2.28 eV Å⁻¹.